[1]
Computed, not measured: C10H10N2PdS7 as an isolated structure, with the ωB97M-V functional and the def2-TZVPD basis.

Structure (XYZ):
```
30
Properties=species:S:1:pos:R:3:mulliken_charge:R:1
Pd 0.379 -1.676 1.035 0.104
S 0.556 -1.431 3.327 -0.213
S 0.907 -3.192 4.146 -0.406
S -2.742 -2.795 2.626 -0.384
S -1.472 -3.132 1.150 -0.173
S 0.274 -1.854 -1.296 -0.505
C 1.597 -0.839 -1.848 0.418
C 1.823 -0.680 -3.220 -0.611
C 2.851 0.115 -3.702 -0.451
C 3.682 0.776 -2.801 -0.450
C 3.470 0.627 -1.440 -0.652
C 2.437 -0.174 -0.936 0.515
S 2.234 -0.321 0.799 -0.426
H 1.168 -1.202 -3.909 0.347
H 3.002 0.220 -4.771 0.307
H 4.489 1.407 -3.157 0.303
H 4.108 1.141 -0.729 0.368
C -2.688 1.249 2.899 -0.931
N -2.417 1.100 1.487 0.287
C -2.907 0.073 0.691 -0.493
C -2.292 0.162 -0.495 -0.687
N -1.455 1.263 -0.430 0.085
C -1.517 1.844 0.798 -0.177
S -0.716 3.231 1.319 -0.496
H -2.953 0.269 3.295 0.271
H -3.490 1.970 3.074 0.287
H -1.784 1.602 3.388 0.344
H -3.570 -0.675 1.086 0.606
H -2.301 -0.493 -1.345 0.536
H -0.671 1.414 -1.043 0.278
```

Properties
**Net charge**: -2
**Energy above the lowest of the compared OMol25 structures with the same formula, charge and spin**: 7.8 kcal per mole
**Multiplicity**: 3
**Strongest force on any atom**: 0.2 eV/Å
**LUMO level (spin up / spin down)**: 4.887 / 4.835 eV
**Gap between HOMO and LUMO (spin up / spin down)**: 6.07 / 6.09 eV

***

[2]
Computed, not measured: a 2-piece molecular cluster, C10H10OS overall in a non-equilibrium geometry, with the ωB97M-V functional and the def2-TZVPD basis.

Structure (XYZ):
```
22
Properties=species:S:1:pos:R:3:mulliken_charge:R:1
C -0.711 2.771 -1.330 -0.144
C -0.819 1.766 -0.430 -0.550
C 0.314 3.743 -1.337 -0.366
C 0.127 1.794 0.575 -0.022
C 1.274 3.764 -0.387 -0.514
C 1.109 2.733 0.625 0.364
C 0.199 -2.180 0.456 0.414
C 0.450 -1.223 1.295 -0.435
C 1.603 -1.580 0.369 -0.722
C -0.467 -3.338 -0.099 -1.108
O 3.520 3.300 1.265 -0.435
S 2.460 2.498 1.785 0.442
H -1.324 2.883 -2.247 0.266
H -1.473 0.911 -0.586 0.368
H 0.320 4.367 -2.285 0.262
H 0.034 -0.551 1.941 0.519
H 1.923 4.642 -0.120 0.306
H 2.306 -2.197 0.815 0.238
H 2.006 -0.771 -0.269 0.206
H -1.293 -3.648 0.509 0.294
H 0.185 -4.236 -0.254 0.298
H -0.754 -3.020 -1.033 0.319
```

Properties
**Energy above the lowest of the compared OMol25 structures with the same formula, charge and spin**: 148.7 kcal per mole
**Multiplicity**: 1
**Strongest force on any atom**: 4.0 eV/Å
**LUMO level (spin up / spin down)**: -2.241 / -2.507 eV
**Gap between HOMO and LUMO (spin up / spin down)**: 5.45 / 5.05 eV

***

[3]
Computed, not measured: C10H11AsCl4MnN5O2S4 as an isolated structure, with the ωB97M-V functional and the def2-TZVPD basis.

Structure (XYZ):
```
38
Properties=species:S:1:pos:R:3:mulliken_charge:R:1
Mn 0.400 2.270 0.415 0.772
C 1.773 -2.203 -2.638 -1.129
N 1.271 -0.908 -2.247 0.420
C 1.057 0.032 -3.325 -1.206
C 1.617 -0.368 -1.011 0.432
N 2.072 0.801 -0.808 -0.708
N 1.343 -1.259 0.034 -0.151
C 1.284 -0.906 1.392 0.149
N 0.792 -1.984 2.130 -0.331
N 1.569 0.246 1.838 -0.434
H 1.052 -2.705 -3.288 0.352
H 1.936 -2.827 -1.761 0.345
H 2.728 -2.127 -3.182 0.309
H 0.488 -0.469 -4.110 0.309
H 1.993 0.405 -3.766 0.341
H 0.467 0.875 -2.965 0.344
H 2.267 1.304 -1.667 0.269
H 0.581 -1.879 -0.212 0.243
H 1.154 -2.892 1.889 0.197
H 0.688 -1.816 3.116 0.226
H 1.430 0.295 2.844 0.239
S -2.453 6.123 -0.190 -0.590
As -1.853 4.218 -0.823 0.163
S 1.831 4.079 0.907 -0.324
S 1.451 3.871 -1.080 -0.336
S -2.330 3.854 -2.836 -0.593
Cl -3.549 -3.177 1.336 -0.259
C -2.729 -1.663 1.581 0.228
C -2.669 -1.092 2.833 0.188
Cl -3.444 -1.859 4.190 -0.253
C -1.987 0.126 3.011 0.101
Cl -1.833 0.830 4.596 -0.224
C -1.373 0.789 1.953 0.598
O -0.674 1.874 2.081 -1.091
C -1.440 0.190 0.640 -0.068
O -0.783 0.772 -0.316 -0.460
C -2.110 -1.019 0.497 0.135
Cl -2.018 -1.799 -1.059 -0.201
```

Properties
**Net charge**: -2
**Energy above the lowest of the compared OMol25 structures with the same formula, charge and spin**: 4.8 kcal per mole
**Multiplicity**: 5
**Strongest force on any atom**: 0.2 eV/Å
**LUMO level (spin up / spin down)**: 4.129 / 4.129 eV
**Gap between HOMO and LUMO (spin up / spin down)**: 5.41 / 5.47 eV